(1)
The following is a quantum chemistry calculation of a single C7H12Cl2O molecule, from OMol25.

The geometry in XYZ format:
```
22
Properties=species:S:1:pos:R:3:forces:R:3
C 0.083 0.099 -0.128 -5.7 -0.9 -4.3
C -1.177 -0.265 -1.168 7.6 1.2 5.3
C -2.351 0.571 -1.303 0.3 2.6 -1.2
C 2.017 -0.518 1.407 -0.1 1.1 2.3
C 0.251 -2.217 0.841 2.1 -1.9 -1.3
C 0.091 2.484 -0.223 0.4 -2.9 -4.3
C 1.058 -0.950 0.356 -1.5 -1.0 -1.6
O 0.013 1.288 0.498 0.1 -1.5 1.5
Cl -0.910 -1.702 -2.047 -0.9 0.1 -0.5
Cl 2.084 -1.381 -1.094 0.3 -0.2 -0.1
H -2.401 1.359 -0.520 0.3 -0.7 -0.2
H -2.345 1.246 -2.299 -0.7 -2.0 1.7
H -3.122 -0.139 -1.078 -1.4 0.1 -0.8
H 2.965 -1.133 1.577 -1.5 0.8 -0.7
H 1.382 -0.593 2.332 0.9 0.2 -0.3
H 2.230 0.576 1.315 0.2 -1.0 -0.1
H -0.612 -2.009 1.450 0.1 0.4 0.5
H 1.102 -2.729 1.323 -0.9 -0.2 0.8
H -0.058 -3.047 0.112 0.4 1.9 0.4
H 1.178 2.688 -0.328 -0.9 0.8 0.0
H -0.575 3.119 0.237 -0.8 2.1 1.1
H -0.404 2.197 -1.286 1.5 1.2 2.0
```
Forces are in eV/Å.

## Properties
- LUMO level (alpha / beta) (eV) = 0.4 / 0.4
- SMILES = CO/C(=C(\C)Cl)C(C)(C)Cl
- HOMO energy (alpha / beta) (eV) = -7.483 / -7.513
- calculated total energy (Ha) = -1269.3850
- orbital gap (alpha / beta) (Ha) = 0.29097 / 0.29252

(2)
The following is a quantum chemistry calculation of a molecular structure, C7H12Cl6F3NaO3S, from OMol25.

The geometry in XYZ format:
```
33
Properties=species:S:1:pos:R:3:forces:R:3
Na 0.945 1.176 -0.163 -0.7 0.0 -0.2
C 4.222 -1.141 1.634 -0.7 -0.5 0.5
F 4.798 -0.444 2.575 1.0 0.4 0.0
F 4.988 -2.131 1.173 -0.4 1.0 0.0
F 3.128 -1.675 2.212 0.2 0.3 -1.2
S 3.750 0.092 0.226 0.4 -1.3 1.5
O 2.625 -0.596 -0.415 0.5 0.7 -0.3
O 3.259 1.322 0.887 0.5 -1.1 -1.0
O 4.949 0.257 -0.598 -1.3 0.2 0.4
Cl -0.431 3.402 -1.042 0.2 0.3 -0.2
C -2.204 3.322 -1.121 -1.2 0.0 0.3
C -2.790 3.298 0.301 -0.1 0.7 -1.3
Cl -2.464 1.701 0.943 0.1 -0.3 0.9
H -2.512 2.431 -1.668 0.3 -0.1 0.2
H -2.595 4.147 -1.716 0.4 0.3 0.3
H -3.868 3.454 0.284 0.0 -0.2 -0.2
H -2.388 4.119 0.895 0.3 -0.4 0.2
Cl 0.832 0.949 -3.147 -0.2 -0.5 -0.3
C -0.320 -0.359 -3.648 0.4 -0.4 -0.7
C -0.556 -1.354 -2.558 -0.7 0.3 0.2
Cl -1.504 -0.555 -1.287 0.0 0.2 0.8
H 0.105 -0.963 -4.450 0.5 0.5 -0.3
H -1.199 0.143 -4.053 0.0 -0.1 0.4
H 0.382 -1.747 -2.167 -0.2 0.0 0.1
H -1.216 -2.161 -2.877 0.3 0.0 -0.3
Cl -0.043 -0.443 1.947 1.1 0.6 0.0
C -1.477 -1.341 2.437 -0.5 -1.0 -0.5
C -1.046 -2.811 2.577 0.1 0.4 0.7
Cl -2.426 -3.914 2.602 -0.3 0.0 -0.1
H -2.178 -1.291 1.605 -0.2 0.3 0.3
H -1.830 -0.842 3.340 -0.2 -0.4 -0.1
H -0.537 -2.956 3.530 0.2 0.0 -0.2
H -0.400 -3.090 1.745 -0.1 0.0 0.1
```
Forces are in eV/Å.

## Properties
- LUMO level (alpha / beta) (eV) = -2.6 / -9.2
- HOMO energy (alpha / beta) (eV) = -13.324 / -13.324
- multiplicity = 2
- total charge = +1
- calculated total energy (Ha) = -4120.6224
- orbital gap (alpha / beta) (Ha) = 0.39453 / 0.15231

(3)
The following is a quantum chemistry calculation of a molecular structure, C7H12ClI2NOPRhS, from OMol25.

The geometry in XYZ format:
```
27
Properties=species:S:1:pos:R:3:forces:R:3
I 4.358 -0.551 -1.300 1.2 2.1 -3.1
I 3.984 -2.121 0.734 0.1 -2.7 3.0
Rh -0.737 -0.067 -0.119 -2.3 0.8 1.1
P -0.718 -1.783 -1.434 -1.4 -0.4 -0.8
C 0.925 -2.434 -1.750 0.9 0.7 0.7
C -1.659 -3.144 -0.697 -0.6 0.5 -1.7
H -2.351 -0.746 -2.831 0.3 -0.2 -0.3
H -1.576 -2.263 -3.580 0.0 1.3 0.2
H -0.679 -0.679 -3.547 0.1 0.3 -0.4
C -1.411 -1.279 -3.037 -0.4 -2.0 0.4
H -2.645 -2.733 -0.394 0.5 -0.5 -0.2
H -1.756 -3.891 -1.524 -0.2 0.3 0.9
H 0.706 -3.252 -2.407 0.7 -0.7 -0.5
H 1.416 -2.759 -0.788 -0.7 0.0 -1.0
H -1.105 -3.541 0.124 0.2 -0.4 0.7
H 1.603 -1.660 -2.205 -0.8 -0.9 0.1
C 1.030 -0.301 0.075 1.1 2.1 0.0
O 2.069 0.180 0.126 -0.1 -0.9 0.0
Cl -3.169 0.462 -0.351 2.1 -0.5 0.1
S 0.813 3.070 2.998 -0.7 0.4 -0.9
C -0.374 3.807 1.953 0.0 -2.1 0.1
C -0.855 2.869 1.077 0.9 0.2 0.4
N -0.189 1.646 1.091 0.2 1.2 2.5
C 0.708 1.635 2.125 -1.4 0.4 -1.1
H -0.823 4.748 2.117 0.0 0.9 0.3
H -1.707 3.025 0.433 0.1 -0.1 -0.2
H 1.276 0.773 2.451 -0.1 0.1 -0.3
```
Forces are in eV/Å.

## Properties
- LUMO level (alpha / beta) (eV) = -7.4 / -11.6
- HOMO energy (alpha / beta) (eV) = -15.446 / -15.392
- multiplicity = 5
- total charge = +2
- calculated total energy (Ha) = -2308.8612
- orbital gap (alpha / beta) (Ha) = 0.29457 / 0.13926

(4)
The following is a quantum chemistry calculation of a gas-phase ion, C7H12ClN2 (charge +1), from OMol25.

The geometry in XYZ format:
```
22
Properties=species:S:1:pos:R:3:forces:R:3
C -2.037 1.219 -0.320 -1.0 2.2 -0.3
C -1.342 1.849 0.622 1.1 -4.3 -0.5
C -1.864 -0.700 -1.824 -0.8 -2.3 2.1
C -2.031 -0.242 -0.601 -0.4 1.1 1.2
C -0.330 1.036 1.441 -2.3 0.1 -1.4
C 0.645 0.401 0.469 0.2 -0.9 0.9
C 1.001 -1.000 0.818 -0.8 -2.0 -1.9
N 1.248 0.785 -0.612 -0.2 -2.4 2.2
N 1.891 -1.639 -0.140 0.1 0.3 -0.8
Cl -2.390 -1.264 0.824 -0.1 0.2 -1.1
H -2.658 1.937 -0.936 0.4 -1.4 0.4
H -1.227 2.825 0.832 -0.7 3.5 0.0
H -1.997 -1.806 -1.867 0.4 1.1 -1.1
H 0.046 1.746 2.123 1.4 0.4 0.8
H -1.017 0.353 2.020 1.7 0.0 -0.5
H 0.169 -1.678 1.025 -0.9 0.7 -0.7
H 1.368 -1.104 1.751 1.9 0.6 3.3
H 1.050 1.673 -1.009 0.3 0.8 -0.7
H 2.673 -2.162 0.264 -0.4 0.5 -0.1
H -1.820 0.066 -2.540 0.3 0.2 -1.5
H 1.387 -2.261 -0.778 0.3 0.3 0.3
H 1.910 -0.158 -0.821 -0.6 1.5 -0.6
```
Forces are in eV/Å.

## Properties
- LUMO level (eV) = -3.9
- SMILES = C=C(Cl)/C=C\CC(=[NH2+])CN
- HOMO energy (eV) = -13.266
- total charge = +1
- calculated total energy (Ha) = -843.2926
- orbital gap (Ha) = 0.34320

(5)
The following is a quantum chemistry calculation of a gas-phase ion, C7H12FN2 (charge +1), from OMol25.

The geometry in XYZ format:
```
22
Properties=species:S:1:pos:R:3:forces:R:3
C 0.426 1.070 1.092 -3.6 3.6 -5.0
C 0.424 1.152 -0.368 -0.2 -2.0 0.4
C -0.180 -1.215 -0.475 1.6 -3.6 0.1
C -0.535 0.103 -0.996 3.0 1.3 0.1
C 0.446 -1.299 0.902 2.3 2.8 2.6
C -1.015 -1.970 0.501 -0.3 0.5 -0.1
C -0.445 0.096 -2.489 -1.7 -0.4 0.4
N 0.577 -0.089 1.699 -0.2 -6.5 -0.3
N 0.526 2.162 1.794 1.2 1.8 4.6
F -1.162 -3.288 0.515 0.4 0.8 0.0
H 0.321 2.096 -0.811 -0.7 1.5 -0.1
H 1.450 0.952 -0.488 1.8 -0.9 -1.8
H 0.366 -1.872 -1.239 -0.7 0.6 1.4
H -1.476 0.281 -0.630 -2.6 1.1 0.4
H 1.226 -1.955 1.280 -0.5 -0.8 -0.5
H -1.655 -1.398 1.158 -0.8 -0.3 -0.2
H 0.445 -0.283 -2.889 1.7 -0.5 -0.2
H -0.540 1.109 -2.815 -0.6 0.5 -0.7
H -1.211 -0.609 -2.811 -0.3 0.5 -0.7
H 0.963 -0.101 2.629 0.6 -0.6 0.2
H 0.328 3.141 1.686 -0.3 -0.2 -0.9
H 0.721 1.914 2.753 0.0 0.9 0.4
```
Forces are in eV/Å.

## Properties
- LUMO level (alpha / beta) (eV) = -2.7 / -7.6
- HOMO energy (alpha / beta) (eV) = -8.994 / -14.621
- multiplicity = 3
- total charge = +1
- calculated total energy (Ha) = -482.8433
- orbital gap (alpha / beta) (Ha) = 0.23029 / 0.25901

(6)
The following is a quantum chemistry calculation of a molecular structure, C7H12FeN5O7, from OMol25.

The geometry in XYZ format:
```
32
Properties=species:S:1:pos:R:3:forces:R:3
C -1.509 0.389 -2.698 0.5 1.0 -0.8
Fe 0.592 0.929 -2.620 -2.8 -0.4 3.0
N 2.326 0.593 -1.225 0.5 -0.2 0.8
N 1.437 -0.569 -3.558 1.0 -1.7 -1.1
H 2.155 -0.243 -0.645 0.0 0.6 -0.5
H 1.394 1.990 -3.369 1.0 1.7 -1.3
H -1.847 1.331 -2.181 -0.1 -0.9 -0.5
H -2.281 -0.438 -2.643 1.1 1.0 -0.3
H -1.195 0.710 -3.763 -1.3 -0.4 0.6
H 1.544 -1.488 -3.129 -0.1 0.2 -0.2
H 2.337 -0.117 -3.708 -0.2 -0.4 -0.4
H 0.898 -0.599 -4.414 0.3 -0.4 -0.1
H 3.144 0.447 -1.810 0.1 0.1 0.3
H 2.519 1.375 -0.597 0.0 -0.2 -0.3
O -0.300 0.864 5.420 0.2 0.6 0.5
N -0.602 -0.169 4.872 -0.3 -0.9 -1.0
O -0.869 -1.218 5.457 0.1 0.5 0.0
C -0.646 -0.189 3.414 0.2 0.4 -0.7
C -0.355 0.981 2.675 -0.3 -0.8 0.0
C -0.353 0.936 1.280 0.2 -0.5 0.5
C -0.456 -0.359 0.595 1.0 -0.5 -1.6
O 0.064 -0.662 -0.498 -0.5 0.8 1.1
C -1.032 -1.431 1.378 -0.1 0.4 1.1
C -0.993 -1.392 2.758 -0.4 -0.3 -0.7
N -1.466 -2.613 0.630 -0.6 -1.1 -0.3
O -1.316 -3.720 1.190 -0.2 1.4 -0.7
O -1.996 -2.466 -0.477 0.9 -0.2 1.9
N -0.018 2.138 0.568 0.0 1.9 -0.8
O 0.293 3.143 1.254 -0.2 -1.4 -0.9
O -0.100 2.213 -0.681 0.1 -0.3 2.5
H -0.126 1.909 3.189 -0.1 -0.2 -0.1
H -1.243 -2.275 3.339 0.0 0.2 -0.1
```
Forces are in eV/Å.

## Properties
- LUMO level (alpha / beta) (eV) = 1.8 / 1.8
- HOMO energy (alpha / beta) (eV) = -3.242 / -3.726
- multiplicity = 5
- total charge = -1
- calculated total energy (Ha) = -2337.7861
- orbital gap (alpha / beta) (Ha) = 0.18479 / 0.20320

> The highest calculated total energy belongs to which entry?

C7H12FN2